Record 1
C8H34Na2O11V | ωB97M-V/def2-TZVPD

- Total charge: +2
- ⟨S²⟩: 3.76
- Molar mass: 403.27 g mol⁻¹
- E_tot: -65876.831 eV
- LUMO (spin up / spin down): -7.77 / -7.86 eV
- Max |F|: 3.1 eV/Å
- 2S+1: 4

Geometry as XYZ:
```
56
Properties=species:S:1:pos:R:3:forces:R:3
Na -2.092476 2.933936 -2.899215 -0.01 0.04 0.24
Na -4.752910 -0.501232 1.446898 0.61 -0.26 0.49
V -3.321077 -0.940122 -1.617821 2.75 0.01 1.33
O -2.243369 0.839823 -1.605017 -0.80 -0.83 -1.02
C -1.520379 0.964951 -0.392109 -0.32 0.98 0.74
C -1.429883 -0.300035 0.400589 1.17 -1.89 0.29
O -2.558923 -1.163782 0.445925 -2.13 1.38 -1.80
H -2.011663 1.751002 0.208820 0.07 -0.09 0.06
H -0.479942 1.286148 -0.535954 -0.13 0.12 -0.27
H -1.033097 -0.128664 1.409676 -0.32 0.48 0.04
H -0.609784 -0.898510 -0.036612 -0.07 0.16 -0.26
O -4.341099 2.672379 -1.072785 0.12 0.03 -0.34
H -3.842093 1.928486 -1.448490 0.24 -0.06 0.44
H -3.802860 2.981866 -0.334294 -0.13 -0.01 0.06
O -2.284927 -2.498268 3.214288 -0.39 0.23 -0.17
H -2.497975 -1.926091 3.960101 0.23 -0.12 0.13
H -1.905583 -1.918671 2.543882 0.05 0.00 0.10
O 0.265048 -3.544865 -0.241552 0.04 0.32 -0.12
H -0.195473 -2.804160 0.165220 -0.15 -0.18 0.04
H -0.274726 -3.779334 -1.002449 -0.04 -0.19 0.11
O -1.754026 -2.101871 -2.464294 -0.43 0.12 -0.12
H -1.906288 -2.753196 -3.164247 0.07 -0.09 0.11
H -0.932777 -1.604857 -2.732313 -0.33 0.07 -0.06
O -2.760396 -4.105150 0.590004 -0.16 0.04 -0.32
H -2.749667 -3.154164 0.736995 0.23 0.08 0.21
H -2.249724 -4.477326 1.318827 -0.08 -0.03 0.00
O -0.168589 -0.304436 -3.529363 -0.03 0.26 -0.07
H -0.528117 0.506000 -3.147131 0.13 -0.23 0.15
H 0.655987 -0.072089 -3.975464 0.02 -0.17 0.09
O -2.580184 2.438345 2.906115 -0.38 -0.16 -0.47
H -3.378774 2.944942 3.096824 0.12 0.08 0.24
H -2.071763 3.012088 2.323295 0.15 0.06 0.20
C 2.836684 -0.961578 1.318841 1.14 -0.02 -0.23
C 2.684902 -2.234625 2.140313 -1.03 -0.38 -0.86
C 1.382000 -2.255001 2.920712 0.13 0.22 1.02
O 2.702160 -3.372412 1.270834 0.33 0.29 0.30
H 3.615410 -1.145753 0.570281 -0.15 -0.04 -0.03
H 3.229228 -0.119552 1.894881 -0.45 0.06 0.17
H 1.927827 -0.688097 0.774917 -0.12 -0.01 0.18
H 3.508854 -2.380796 2.833736 0.17 0.16 -0.07
H 1.426667 -3.069112 3.644599 -0.22 -0.05 -0.05
H 0.479319 -2.403302 2.320497 0.19 -0.02 -0.30
H 1.246658 -1.328671 3.492609 0.03 -0.05 -0.04
H 1.917565 -3.324269 0.710568 0.10 -0.24 -0.08
C 2.613705 1.886480 -1.201309 -0.38 -0.25 -0.13
C 2.796296 3.384435 -1.199284 -0.14 0.37 -0.29
C 3.670498 3.885992 -2.353076 0.07 0.13 0.47
O 1.460305 3.967917 -1.328014 -0.09 -0.30 0.11
H 2.087949 1.606483 -2.124339 0.22 -0.03 -0.03
H 1.973570 1.556792 -0.379997 0.15 0.09 0.15
H 3.552887 1.338402 -1.147265 0.04 0.06 -0.05
H 3.240302 3.700207 -0.252174 -0.17 0.07 0.01
H 4.707675 3.982880 -2.027884 0.04 -0.34 -0.11
H 3.381869 4.896786 -2.635966 -0.20 -0.06 -0.07
H 3.609556 3.221716 -3.214459 0.04 0.09 -0.07
H 1.305625 4.571938 -0.597371 0.19 0.08 -0.03
```
Positions in Å, forces in eV/Å.

***

Record 2
C5H8N2O2 | ωB97M-V/def2-TZVPD

- Total charge: 0
- Structure (SMILES): [H]/N=C/C(=C)O.CN=C=O
- Molar mass: 128.13 g mol⁻¹
- E_tot: -12388.525 eV
- LUMO: 0.58 eV
- Max |F|: 1.9 eV/Å
- 2S+1: 1

Geometry as XYZ:
```
17
Properties=species:S:1:pos:R:3:forces:R:3
H -1.006258 1.914167 -2.419956 0.19 0.31 0.15
N -0.131361 1.838790 -2.930340 -0.01 -0.25 -0.10
C 0.928992 2.040986 -2.268181 0.00 -0.67 0.31
C 2.211969 1.854032 -2.971689 0.54 1.78 -0.32
C 3.368293 2.311155 -2.452772 -0.77 -0.44 -0.31
O 2.089949 1.584222 -4.291525 0.04 -0.36 0.14
H 1.000090 2.338261 -1.217524 -0.17 -0.06 -0.07
H 4.225280 2.465074 -3.083491 0.24 -0.24 -0.08
H 3.439829 2.599871 -1.420236 -0.11 -0.01 0.21
H 1.132433 1.512754 -4.466788 0.06 -0.07 0.08
C -1.705263 -3.422216 4.014016 0.17 -0.35 0.00
N -2.609467 -2.324050 4.011715 -0.31 0.25 -0.24
C -3.738987 -2.024182 3.761570 0.94 -0.10 0.81
O -4.803208 -1.573075 3.664371 -1.06 0.26 -0.51
H -0.885202 -3.167778 4.684747 0.12 -0.13 -0.24
H -2.171119 -4.337075 4.386240 -0.05 0.07 0.00
H -1.345970 -3.610935 2.999843 0.19 0.02 0.17
```
Positions in Å, forces in eV/Å.

***

Record 3
C16H20ClIrNO7 | ωB97M-V/def2-TZVPD

- Total charge: +1
- ⟨S²⟩: 6.04
- Molar mass: 566.01 g mol⁻¹
- E_tot: -48078.023 eV
- LUMO (spin up / spin down): -3.32 / -7.60 eV
- Max |F|: 8.8 eV/Å
- 2S+1: 5

Geometry as XYZ:
```
46
Properties=species:S:1:pos:R:3:forces:R:3
Ir -1.000424 1.963293 -1.496939 -5.47 -2.19 -0.69
C 2.920276 3.265893 -0.897239 0.16 -0.28 -0.20
C 1.415276 3.248093 -1.064939 2.20 1.84 0.56
O 0.991476 1.963293 -1.496939 2.00 -1.61 0.46
H 3.265376 4.253393 -0.578739 -0.11 -0.15 -0.03
H 3.415676 3.004393 -1.838039 -0.03 0.14 0.08
H 3.235976 2.525693 -0.154739 -0.03 0.22 0.07
H 1.105376 3.979993 -1.816639 0.27 -0.42 0.08
H 0.911776 3.486293 -0.123239 0.65 -0.11 -0.52
H 1.240076 1.315193 -0.787039 0.29 0.33 -0.82
O -0.577624 3.793493 0.827261 -0.68 -0.27 -0.56
Cl -1.483324 4.314993 -0.177939 -3.81 4.66 6.37
O -2.804424 3.752393 0.023261 1.26 0.01 -0.46
O -1.550624 5.758993 -0.065239 0.58 -2.14 -1.01
O -1.000424 3.955093 -1.496939 0.71 -0.52 -3.14
C -0.092524 -3.192407 2.625061 -0.11 -0.35 0.31
O 0.389976 -3.267507 1.284961 -0.15 0.86 -0.36
C 1.199876 -2.231407 0.883861 0.33 -0.36 0.27
C 2.036076 -1.538207 1.769361 0.09 0.31 -0.26
C 2.956176 -0.601007 1.290861 -0.27 -0.09 -0.02
C 3.070676 -0.362607 -0.076039 -0.13 -0.01 -0.05
C 2.254176 -1.052207 -0.972339 -0.09 0.40 0.64
C 1.294176 -1.957107 -0.495639 0.58 0.16 -0.16
N 0.533276 -2.650207 -1.456239 3.39 0.90 -0.29
C -0.739324 -2.829907 -1.425639 -4.55 -0.83 -0.06
C -1.715024 -2.095307 -0.605839 3.24 0.08 -2.72
C -2.620624 -2.847807 0.159161 -1.89 -0.15 1.49
C -3.579624 -2.191207 0.918261 -0.41 0.11 0.22
C -3.635524 -0.803507 0.883161 -1.14 -1.72 1.03
C -2.745724 -0.078707 0.074861 1.54 0.97 -1.11
C -1.757624 -0.684107 -0.722439 -2.85 -0.64 2.91
O -1.000424 -0.005407 -1.496939 1.95 1.60 -1.56
H -0.913424 -3.909207 2.723861 0.21 0.06 -0.20
H -0.484924 -2.197307 2.860961 0.20 -0.04 -0.05
H 0.688676 -3.488107 3.332461 -0.11 0.18 -0.03
H 2.011276 -1.720507 2.839161 -0.14 -0.11 -0.22
H 3.587676 -0.056307 1.989861 -0.13 -0.18 -0.11
H 3.776676 0.379293 -0.442239 -0.04 -0.29 0.02
H 2.326176 -0.812507 -2.031039 -0.11 -0.28 0.09
H 1.024676 -2.884207 -2.313039 -0.02 -0.02 0.20
H -1.153524 -3.525407 -2.173639 0.10 0.10 0.63
H -2.568224 -3.931307 0.177161 0.19 0.15 -0.15
H -4.282724 -2.750207 1.527261 0.11 0.07 -0.11
H -4.381024 -0.267607 1.463761 0.13 -0.08 -0.09
H -2.839024 1.008193 0.048061 -0.03 -0.34 0.18
H -2.724724 1.963293 -1.496939 2.13 0.03 -0.65
```
Positions in Å, forces in eV/Å.

***

Record 4
C24H44ClF5OP2Tl | ωB97M-V/def2-TZVPD

- Total charge: -1
- Molar mass: 745.39 g mol⁻¹
- E_tot: -77014.573 eV
- LUMO (spin up / spin down): 1.99 / 2.07 eV
- Max |F|: 9.2 eV/Å
- 2S+1: 1

Geometry as XYZ:
```
78
Properties=species:S:1:pos:R:3:forces:R:3
Tl 0.117098 -0.116714 -0.112543 -1.02 -0.75 -1.72
P -0.348973 -2.350388 -0.241649 -1.70 -4.96 0.08
C 0.655538 -3.109521 -1.636964 -0.41 0.06 0.08
C -0.035078 -3.482484 1.199306 -0.04 -0.46 -0.31
C -2.107967 -2.585530 -0.829164 0.44 -0.37 -0.43
C 2.041016 -2.503321 -1.826301 0.24 0.01 -0.05
H 0.065840 -2.836638 -2.519084 -0.09 -0.11 0.00
C 0.771334 -4.629660 -1.579271 -0.03 -0.25 -0.14
H 1.548714 -4.945512 -0.882512 0.00 0.07 0.08
H 1.059826 -5.001776 -2.566414 0.04 0.01 0.01
H -0.149843 -5.135040 -1.302220 -0.04 0.02 0.00
H 1.993270 -1.563523 -2.371160 0.09 0.08 0.13
H 2.658689 -3.194200 -2.405400 -0.01 -0.02 -0.06
H 2.547173 -2.324903 -0.878075 0.04 0.04 -0.03
H -2.060772 -2.034260 -1.775172 0.05 0.00 -0.07
C -3.149757 -1.905578 0.037304 0.03 0.12 -0.25
C -2.521845 -4.018875 -1.131983 -0.13 -0.19 -0.19
H -2.078816 -4.396814 -2.051230 0.11 -0.09 -0.05
H -3.607346 -4.062456 -1.257564 0.03 0.01 -0.01
H -2.266633 -4.699397 -0.318339 -0.02 -0.02 0.07
H -2.717500 -1.155091 0.697973 -0.03 -0.32 -0.55
H -3.701993 -2.616384 0.655347 0.30 0.04 -0.11
H -3.882734 -1.396672 -0.595598 0.05 -0.02 0.01
C 1.390564 -3.309470 1.709902 0.27 0.08 -0.04
H -0.122889 -4.488576 0.778342 0.03 -0.07 0.05
C -1.051383 -3.369969 2.327310 -0.22 0.18 0.09
H 2.133847 -3.699007 1.015382 0.04 -0.07 -0.15
H 1.508295 -3.851864 2.651687 -0.01 0.04 -0.04
H 1.616604 -2.260981 1.893791 -0.04 0.10 0.18
H -1.260957 -2.335297 2.588812 -0.01 0.03 0.05
H -0.653125 -3.861973 3.219421 0.02 0.01 -0.06
H -1.990200 -3.863745 2.080697 -0.11 0.07 -0.10
Cl 0.146680 -0.089115 2.358129 5.38 -4.10 3.91
H 1.552457 -0.244176 -0.453632 5.47 -0.33 -1.46
H -1.601654 0.268275 -0.304649 -0.63 0.16 -0.88
P 0.339916 2.381375 -0.150017 -0.21 2.24 0.32
C -0.872583 3.205848 -1.317618 0.52 0.10 0.03
C 0.255200 3.397715 1.395264 0.17 0.89 -0.33
C 1.979017 2.633578 -0.985296 -0.30 0.81 -0.22
C -2.270277 2.602050 -1.340456 -0.29 0.07 0.04
H -0.421709 3.001532 -2.295111 0.09 0.12 -0.06
C -0.976322 4.717954 -1.137025 -0.08 0.28 -0.21
H -1.631650 4.977507 -0.305091 0.02 -0.08 0.08
H -1.418838 5.153457 -2.037486 -0.06 0.03 0.00
H -0.021705 5.212704 -0.977383 0.04 -0.01 0.01
H -2.290947 1.662987 -1.887965 -0.03 -0.11 0.10
H -2.951618 3.295178 -1.843162 0.03 0.03 -0.09
H -2.662478 2.425899 -0.339525 0.04 -0.05 -0.01
H 1.775571 2.152074 -1.947965 0.00 0.00 -0.07
C 3.138550 1.884449 -0.336937 0.13 -0.26 0.22
C 2.363897 4.082426 -1.247268 0.37 0.14 -0.28
H 1.770239 4.537936 -2.036557 -0.13 0.06 -0.01
H 3.408860 4.124305 -1.567773 0.05 0.10 -0.06
H 2.280890 4.698382 -0.350373 -0.02 -0.02 0.06
H 2.805800 1.170510 0.413163 0.12 -0.01 0.09
H 3.849572 2.565196 0.131789 -0.08 0.11 0.09
H 3.681588 1.328776 -1.105751 0.06 -0.03 0.11
C -1.083123 3.221771 2.093388 -0.05 1.14 0.66
H 0.308852 4.429568 1.032237 0.11 0.13 0.13
C 1.421220 3.194922 2.353346 0.21 -0.12 0.09
H -1.874999 3.820134 1.648847 -0.12 0.14 -0.25
H -0.995245 3.516308 3.139931 0.05 0.30 -0.04
H -1.398255 2.186088 2.066478 0.15 1.65 0.39
H 1.550762 2.149453 2.625677 -0.07 -0.08 0.02
H 1.230074 3.754446 3.273807 -0.02 -0.02 -0.06
H 2.357971 3.565698 1.940885 0.17 0.01 -0.13
F -5.218300 0.865274 5.389088 -0.21 0.22 0.33
C -4.318862 0.761889 4.394611 -1.11 -0.45 -1.02
C -2.994449 1.050821 4.620430 0.91 -0.04 -0.86
F -2.646440 1.523043 5.841784 0.11 -0.06 -0.31
C -2.046368 0.916912 3.596890 -0.16 0.83 -1.42
F -0.869853 1.416280 4.094659 -0.13 -0.19 -0.04
C -2.287780 0.473358 2.173359 -0.76 1.24 4.69
O -1.021924 1.088988 1.018990 -8.98 1.84 -0.09
C -3.645521 -0.074407 2.224404 0.80 1.37 0.38
F -3.614233 -1.453251 2.439473 0.00 -2.50 -0.50
C -4.659634 0.229328 3.182794 1.05 1.40 0.71
F -5.845346 -0.409826 3.131887 -0.50 -0.23 -0.51
```
Positions in Å, forces in eV/Å.

***

Number 3 is which compound?
C16H20ClIrNO7